Record 1
Formula: C50H53BrFN4O4SiTa
Source: OMol25
Level of theory: the ωB97M-V functional and the def2-TZVPD basis

Element x y z (Å)
Ta (-0.6461, -0.0734, 0.5659)
C (1.0954, 5.7818, 1.1491)
C (1.4264, 4.3686, 0.7701)
C (2.6301, 4.0384, 0.1555)
C (2.9120, 2.7222, -0.1877)
C (1.9287, 1.8184, 0.1232)
Br (2.0561, -0.0351, -0.3025)
N (0.7726, 2.0649, 0.7002)
C (0.5239, 3.3423, 1.0262)
H (1.9583, 6.2789, 1.5907)
H (0.2732, 5.8128, 1.8619)
H (0.8004, 6.3522, 0.2661)
H (3.3580, 4.8116, -0.0588)
H (3.8325, 2.4317, -0.6720)
H (-0.4202, 3.5340, 1.5142)
C (-3.9385, -3.0213, -2.5007)
C (-3.6568, -1.5315, -2.2701)
C (-2.2070, -1.2109, -2.6372)
C (-4.1937, -1.0760, -0.9155)
C (-5.5386, -0.7249, -0.8961)
C (-6.1929, -0.3762, 0.2728)
C (-5.5171, -0.4170, 1.4756)
C (-4.1723, -0.7799, 1.5284)
C (-3.5544, -1.0138, 2.8980)
C (-3.5463, 0.2471, 3.7556)
C (-4.2984, -2.1293, 3.6444)
C (-3.5172, -1.0457, 0.3149)
N (-2.1061, -1.3796, 0.3691)
C (-1.8065, -2.7600, 0.2206)
C (-2.6073, -3.8146, 0.6282)
C (-2.1844, -5.1139, 0.3699)
C (-0.9891, -5.3639, -0.2915)
C (-0.1700, -4.3150, -0.7071)
C (-0.6272, -3.0635, -0.4164)
F (0.1186, -1.9163, -0.7542)
H (-3.6800, -3.2921, -3.5258)
H (-4.9928, -3.2522, -2.3474)
H (-3.3520, -3.6541, -1.8335)
H (-4.2786, -0.9905, -2.9852)
H (-1.5213, -1.9904, -2.3045)
H (-1.8718, -0.2476, -2.2526)
H (-2.1150, -1.1646, -3.7233)
H (-6.0827, -0.7164, -1.8327)
H (-7.2385, -0.0981, 0.2436)
H (-6.0453, -0.2002, 2.3958)
H (-2.5244, -1.3534, 2.7592)
H (-4.5646, 0.6061, 3.9207)
H (-2.9838, 1.0643, 3.3056)
H (-3.1209, 0.0362, 4.7390)
H (-5.2977, -1.8034, 3.9360)
H (-3.7619, -2.3968, 4.5560)
H (-4.4109, -3.0288, 3.0409)
H (-3.5570, -3.6158, 1.1031)
H (-2.8052, -5.9431, 0.6797)
H (-0.6841, -6.3815, -0.4912)
H (0.7658, -4.4755, -1.2234)
C (2.3168, 2.7111, 4.2744)
C (2.0182, 1.2345, 4.4974)
C (0.5233, 0.9227, 4.8644)
C (0.0584, 1.7532, 6.0613)
C (-1.3709, 1.4818, 6.5098)
C (0.5283, -0.5572, 5.2087)
O (0.6448, -1.0167, 6.3010)
N (0.5258, -1.4356, 4.0813)
C (0.1865, -1.0237, 2.8636)
O (0.2281, -1.7330, 1.8221)
N (-0.2700, 0.2319, 2.6178)
C (-0.2899, 1.2298, 3.6125)
O (-0.8366, 2.2780, 3.4069)
H (3.3175, 2.8200, 3.8556)
H (2.2898, 3.2748, 5.2048)
H (1.6081, 3.1698, 3.5838)
H (2.6307, 0.8446, 5.3129)
H (2.2935, 0.6644, 3.6036)
H (0.1593, 2.8033, 5.7902)
H (0.7556, 1.5614, 6.8784)
H (-2.0896, 1.7937, 5.7517)
H (-1.5860, 2.0480, 7.4148)
H (-1.5339, 0.4293, 6.7454)
H (0.7639, -2.4088, 4.2317)
O (-1.6200, 1.2005, -0.2680)
Si (-2.3493, 2.7144, -0.8473)
C (-3.8336, 2.4791, -1.9109)
C (-3.6736, 2.2317, -3.2808)
C (-4.7656, 2.2086, -4.1329)
C (-6.0375, 2.4580, -3.6311)
C (-6.2130, 2.7332, -2.2830)
C (-5.1195, 2.7436, -1.4299)
C (-0.9646, 3.4535, -1.8349)
C (-1.1134, 4.7722, -2.2833)
C (-0.1333, 5.3804, -3.0523)
C (1.0076, 4.6740, -3.4095)
C (1.1595, 3.3560, -3.0046)
C (0.1802, 2.7583, -2.2229)
C (-2.7914, 3.5876, 0.7191)
C (-3.5918, 2.9303, 1.6580)
C (-3.9848, 3.5593, 2.8287)
C (-3.5920, 4.8684, 3.0725)
C (-2.8107, 5.5434, 2.1447)
C (-2.4115, 4.9069, 0.9777)
H (-2.6822, 2.0812, -3.6942)
H (-4.6256, 2.0224, -5.1899)
H (-6.8896, 2.4599, -4.2987)
H (-7.2007, 2.9515, -1.8982)
H (-5.2745, 2.9796, -0.3841)
H (-2.0125, 5.3323, -2.0465)
H (-0.2658, 6.4005, -3.3878)
H (1.7664, 5.1451, -4.0203)
H (2.0308, 2.7921, -3.3137)
H (0.3095, 1.7164, -1.9471)
H (-3.9255, 1.9130, 1.4707)
H (-4.6000, 3.0337, 3.5480)
H (-3.9031, 5.3661, 3.9817)
H (-2.5191, 6.5697, 2.3284)
H (-1.7925, 5.4464, 0.2693)

E_LUMO = -0.2468 Eh
multiplicity = 1
charge = +2

Record 2
Formula: C4H5N3
Source: OMol25
Level of theory: the ωB97M-V functional and the def2-TZVPD basis

Element x y z (Å)
C (0.0713, 0.5352, 0.1543)
C (1.2266, 1.0694, 0.2624)
N (2.4785, 0.9671, 0.2743)
C (2.6928, -0.3797, 0.0696)
N (1.7220, -1.2562, -0.0910)
C (0.4458, -0.8256, -0.0535)
H (3.7278, -0.7018, 0.0458)
H (-0.3132, -1.5939, -0.1954)
N (-3.2017, 0.7679, -0.0758)
H (-3.1218, 0.4890, -1.0498)
H (-3.4734, -0.0654, 0.4381)
H (-2.2546, 0.9940, 0.2211)

E_LUMO = -0.0146 Eh
multiplicity = 1
charge = 0
structure (SMILES) = C1=C=NC=NC=1.N